Entry 1:
Here is C35H25BrN7O4SV as an isolated structure from the Open Molecules 2025 dataset. Energies are from the ωB97M-V functional and the def2-TZVPD basis.

Each line ends with the Löwdin spin population.
CARTESIAN COORDINATES (ANGSTROEM)
V1 -1.316 0.567 -0.021  1.913
C1 -1.987 3.698 -3.081  -0.001
C2 -2.266 2.712 -2.124  0.012
N1 -1.431 2.406 -1.155  -0.005
C3 -0.233 3.061 -1.087  0.002
C4 0.142 4.044 -2.017  -0.001
C5 -0.790 4.355 -3.029  0.011
C6 1.422 4.636 -1.907  0.002
C7 2.268 4.221 -0.920  -0.001
C8 1.898 3.220 0.007  0.003
C9 0.652 2.647 -0.047  0.000
N2 0.105 1.651 0.760  -0.018
C10 0.175 1.655 2.147  -0.002
C11 1.245 1.964 2.957  0.006
C12 1.138 1.879 4.359  -0.002
C13 -0.021 1.493 4.972  0.005
C14 -1.147 1.177 4.180  -0.001
C15 -2.395 0.775 4.708  0.011
C16 -3.430 0.490 3.868  -0.002
C17 -3.229 0.590 2.482  0.014
N3 -2.091 0.967 1.951  -0.004
C18 -1.043 1.264 2.781  0.002
H1 -2.709 3.903 -3.858  0.000
H2 -3.189 2.146 -2.166  0.000
H3 -0.535 5.103 -3.770  0.001
H4 1.720 5.392 -2.621  0.000
H5 3.259 4.649 -0.849  0.000
H6 2.631 2.882 0.722  0.000
H7 2.197 2.232 2.527  0.000
H8 2.008 2.114 4.959  0.000
H9 -0.092 1.421 6.050  0.000
H10 -2.510 0.689 5.782  0.001
H11 -4.390 0.167 4.244  0.000
H12 -4.026 0.340 1.792  0.001
N4 3.167 -5.266 -3.198  0.000
C19 2.457 -4.069 -3.163  0.000
C20 2.860 -3.036 -2.313  0.000
C21 2.187 -1.832 -2.314  0.000
C22 1.100 -1.649 -3.161  0.000
C23 0.695 -2.661 -4.019  0.000
C24 1.375 -3.865 -4.020  0.000
S1 0.225 -0.129 -3.104  0.003
O1 1.134 0.881 -2.634  0.001
O2 -0.461 0.056 -4.352  0.001
N5 -0.856 -0.297 -1.898  0.006
C25 -2.030 -0.938 -2.023  0.007
N6 -2.319 -1.864 -2.950  0.001
C26 -3.503 -2.436 -2.845  0.002
C27 -4.426 -2.143 -1.843  0.000
C28 -4.061 -1.167 -0.946  0.002
N7 -2.895 -0.534 -1.048  0.002
H13 3.682 -5.485 -2.360  0.000
H14 2.654 -6.059 -3.548  0.000
H15 3.714 -3.181 -1.661  0.000
H16 2.515 -1.017 -1.682  0.000
H17 -0.152 -2.491 -4.669  0.000
H18 1.071 -4.660 -4.692  0.000
H19 -3.732 -3.182 -3.600  0.000
H20 -5.374 -2.654 -1.777  0.000
H21 -4.713 -0.867 -0.135  0.000
Br1 4.475 -0.407 0.814  0.000
C29 3.129 -1.021 2.009  0.000
C30 3.468 -1.321 3.319  0.000
C31 2.470 -1.743 4.189  0.000
C32 1.159 -1.854 3.750  0.000
C33 0.840 -1.544 2.436  0.000
C34 1.831 -1.129 1.554  0.000
C35 -0.600 -1.587 1.979  0.004
O3 -1.473 -2.029 2.703  0.004
O4 -0.793 -1.093 0.790  0.019
H22 4.492 -1.225 3.653  0.000
H23 2.724 -1.977 5.214  0.000
H24 0.362 -2.169 4.410  0.000
H25 1.569 -0.867 0.539  0.000

Output
LUMO (alpha / beta) ... -0.153 / -0.216 eV
Total charge ... 0
Gap between HOMO and LUMO (alpha / beta) ... 7.2 / 7.4 eV
E ... -5949.4159 Eh
Spin multiplicity ... 3
HOMO energy (alpha / beta) ... -7.35 / -7.58 eV

Entry 2:
Here is one molecule with the formula C4H8O2S from the Open Molecules 2025 dataset. Energies are from the ωB97M-V functional and the def2-TZVPD basis.

Each line ends with the Löwdin charge.
CARTESIAN COORDINATES (ANGSTROEM)
C1 0.982 -1.598 0.844  -0.114
O1 1.002 -1.118 -0.534  -0.216
C2 0.772 0.273 -0.528  -0.529
C3 1.961 1.062 -0.113  -0.066
C4 -0.514 0.753 0.035  -0.652
O2 -0.839 1.806 0.663  -0.014
S1 -1.755 -0.516 -0.284  0.867
H1 1.307 -2.695 0.739  0.109
H2 -0.088 -1.452 1.442  0.095
H3 1.684 -0.763 1.479  0.128
H4 0.882 0.487 -1.652  0.183
H5 1.441 2.152 -0.285  0.138
H6 2.260 0.794 0.867  0.035
H7 2.872 1.330 -0.916  0.150
H8 -2.791 -0.039 0.406  -0.114

Output
LUMO ... 0.270 eV
Structure (SMILES) ... CO[C@H](C)C(=O)S
Total charge ... 0
Gap between HOMO and LUMO ... 10.1 eV
E ... -705.7585 Eh
HOMO energy ... -9.83 eV

Entry 3:
Here is C29H31As2Br2NO4Ti as an isolated structure from the Open Molecules 2025 dataset. Energies are from the ωB97M-V functional and the def2-TZVPD basis.

Each line ends with the Löwdin spin population.
CARTESIAN COORDINATES (ANGSTROEM)
Ti1 -0.090 -0.141 0.940  0.928
C1 0.124 -0.600 -2.569  0.005
C2 0.047 -1.897 -1.823  0.010
C3 0.128 -3.126 -2.510  -0.001
C4 0.082 -4.304 -1.824  0.007
C5 -0.076 -4.293 -0.421  0.000
C6 -0.149 -5.436 0.415  0.001
Br1 -0.011 -7.166 -0.333  0.000
C7 -0.314 -5.304 1.762  -0.001
C8 -0.429 -4.029 2.351  0.001
Br2 -0.658 -3.881 4.212  0.001
C9 -0.383 -2.883 1.592  0.002
O1 -0.508 -1.656 2.073  0.000
C10 -0.175 -3.033 0.191  0.002
N1 -0.082 -1.858 -0.510  0.005
H1 -0.208 -0.723 -3.598  0.000
H2 1.156 -0.244 -2.592  0.001
H3 -0.496 0.159 -2.090  0.002
H4 0.229 -3.120 -3.586  0.000
H5 0.155 -5.250 -2.344  0.000
H6 -0.363 -6.180 2.393  0.000
C11 3.879 -1.657 0.539  0.001
As1 2.566 -0.682 1.589  0.003
C12 2.728 -1.548 3.315  -0.001
C13 3.428 1.043 1.850  0.000
C14 4.508 1.191 2.714  0.000
C15 5.101 2.431 2.895  0.000
C16 4.619 3.536 2.208  0.000
C17 3.545 3.397 1.341  0.000
C18 2.940 2.158 1.159  0.001
As2 1.437 1.946 -0.059  0.008
C19 0.483 3.629 0.119  0.000
C20 2.301 2.210 -1.782  0.001
H7 4.849 -1.636 1.034  0.000
H8 3.967 -1.205 -0.447  0.000
H9 3.545 -2.688 0.430  0.000
H10 3.765 -1.646 3.630  0.000
H11 2.278 -2.537 3.236  0.000
H12 2.163 -0.971 4.045  0.000
H13 4.893 0.335 3.255  0.000
H14 5.938 2.535 3.572  0.000
H15 5.079 4.505 2.346  0.000
H16 3.181 4.267 0.808  0.000
H17 0.148 3.731 1.150  0.000
H18 -0.391 3.594 -0.530  0.000
H19 1.103 4.480 -0.155  0.000
H20 2.880 3.133 -1.764  0.000
H21 1.543 2.271 -2.562  0.000
H22 2.969 1.376 -1.992  0.000
C21 -6.837 3.623 1.110  0.000
O2 -5.792 2.892 0.473  0.002
C22 -4.688 2.607 1.170  0.002
C23 -4.474 3.019 2.500  -0.001
C24 -3.297 2.681 3.111  0.002
C25 -2.289 1.937 2.464  0.000
C26 -1.058 1.655 3.145  0.014
C27 -0.825 2.125 4.552  0.001
O3 -0.107 1.033 2.611  0.009
C28 -2.531 1.521 1.120  0.002
O4 -1.652 0.809 0.431  -0.006
C29 -3.720 1.873 0.499  -0.001
H23 -7.627 3.712 0.372  0.000
H24 -6.496 4.617 1.402  0.000
H25 -7.212 3.086 1.983  0.000
H26 -5.215 3.591 3.037  0.000
H27 -3.140 3.003 4.131  0.000
H28 -0.873 3.213 4.610  0.001
H29 0.156 1.790 4.875  0.000
H30 -1.583 1.721 5.223  0.001
H31 -3.900 1.557 -0.519  0.000

Output
LUMO (alpha / beta) ... -2.721 / -2.908 eV
Total charge ... +1
Gap between HOMO and LUMO (alpha / beta) ... 7.6 / 7.5 eV
E ... -11948.4026 Eh
Spin multiplicity ... 2
HOMO energy (alpha / beta) ... -10.28 / -10.37 eV

Entry 4:
Here is one molecule with the formula C3H4NOP from the Open Molecules 2025 dataset. Energies are from the ωB97M-V functional and the def2-TZVPD basis.

Each line ends with the Löwdin charge.
CARTESIAN COORDINATES (ANGSTROEM)
C1 0.032 1.142 0.687  -0.082
C2 0.867 0.476 -0.365  -0.684
O1 1.798 0.956 -0.902  0.036
P1 0.626 -1.406 -0.481  0.926
C3 -1.030 -1.474 -0.007  -0.578
N1 -2.092 -1.874 0.308  0.098
H1 -0.192 0.465 1.461  0.043
H2 -0.999 1.229 0.323  0.086
H3 0.401 2.156 1.047  0.118
H4 0.590 -1.669 -2.073  0.035

Output
LUMO ... -0.015 eV
Structure (SMILES) ... CC(=O)PC#N
Total charge ... 0
Gap between HOMO and LUMO ... 9.7 eV
E ... -588.0012 Eh
HOMO energy ... -9.73 eV

Entry 5:
Here is C54H28F4IN9O5Ti as an isolated structure from the Open Molecules 2025 dataset. Energies are from the ωB97M-V functional and the def2-TZVPD basis.

Each line ends with the Löwdin charge.
CARTESIAN COORDINATES (ANGSTROEM)
Ti1 -0.263 1.181 0.040  1.171
O1 2.908 -2.170 3.247  0.059
C1 1.838 -2.927 3.507  -0.287
C2 2.047 -4.236 3.955  -0.026
C3 0.975 -5.070 4.206  -0.112
C4 -0.331 -4.620 4.022  -0.119
C5 -0.540 -3.323 3.586  -0.055
C6 0.522 -2.460 3.323  -0.098
C7 0.296 -1.078 2.789  -0.508
O2 1.295 -0.355 2.506  -0.030
N1 -0.966 -0.722 2.665  0.038
N2 -1.052 0.551 2.098  -0.051
C8 -1.767 1.353 2.792  -0.069
C9 -1.973 2.766 2.531  -0.145
C10 -2.911 3.469 3.288  -0.044
C11 -3.057 4.835 3.155  -0.100
C12 -2.224 5.526 2.278  -0.083
C13 -1.276 4.855 1.531  -0.007
C14 -1.164 3.467 1.629  -0.301
O3 -0.269 2.820 0.885  -0.170
H1 2.539 -1.316 2.863  0.075
H2 3.068 -4.571 4.082  0.110
H3 1.157 -6.083 4.545  0.091
H4 -1.171 -5.274 4.216  0.086
H5 -1.540 -2.943 3.426  0.098
H6 -2.207 0.950 3.705  0.130
H7 -3.525 2.919 3.993  0.108
H8 -3.798 5.365 3.740  0.092
H9 -2.314 6.601 2.182  0.098
H10 -0.609 5.380 0.860  0.116
C15 -0.926 4.137 -3.204  -0.080
C16 -0.773 3.369 -4.350  -0.096
C17 -0.411 2.038 -4.233  -0.043
C18 -0.213 1.475 -2.971  -0.183
C19 -0.383 2.233 -1.808  -0.124
C20 -0.735 3.571 -1.951  -0.072
C21 0.199 0.070 -2.807  -0.211
C22 0.760 -0.659 -3.889  0.006
C23 1.216 -1.918 -3.687  -0.014
C24 1.073 -2.518 -2.418  -0.182
C25 1.516 -3.831 -2.150  -0.043
C26 1.349 -4.373 -0.909  -0.068
C27 0.720 -3.624 0.106  -0.043
C28 0.300 -2.343 -0.127  -0.011
C29 0.485 -1.753 -1.390  -0.183
N3 0.086 -0.452 -1.597  0.090
H11 -1.205 5.181 -3.285  0.098
H12 -0.936 3.804 -5.328  0.093
H13 -0.302 1.442 -5.130  0.096
H14 -0.877 4.178 -1.068  0.080
H15 0.887 -0.172 -4.844  0.102
H16 1.711 -2.467 -4.479  0.119
H17 2.004 -4.384 -2.943  0.111
H18 1.699 -5.374 -0.694  0.101
H19 0.567 -4.065 1.082  0.099
H20 -0.237 -1.801 0.636  0.076
F1 6.811 -0.436 -1.156  0.081
C30 6.649 0.736 -0.509  -0.164
C31 7.792 1.406 -0.124  -0.159
F2 8.966 0.816 -0.431  0.076
C32 7.788 2.631 0.560  -0.072
C33 6.488 3.091 0.822  -0.158
C34 5.349 2.417 0.437  -0.160
F3 4.157 2.977 0.732  0.091
C35 5.366 1.209 -0.253  -0.067
C36 4.140 0.527 -0.685  -0.149
C37 2.875 0.912 -0.360  -0.107
N4 1.734 1.125 -0.197  0.104
C38 4.126 -0.595 -1.560  -0.201
N5 4.034 -1.483 -2.292  0.162
F4 6.309 4.262 1.466  0.080
C39 8.986 3.339 0.947  -0.224
C40 8.968 4.521 1.721  -0.285
N6 9.028 5.493 2.347  0.085
C41 10.283 2.923 0.573  -0.286
N7 11.371 2.647 0.285  0.084
N8 -7.785 -4.322 -0.352  0.155
C42 -6.727 -3.891 -0.221  -0.188
C43 -5.400 -3.360 -0.037  -0.233
C44 -4.314 -3.950 -0.673  -0.015
C45 -3.060 -3.395 -0.460  -0.118
N9 -2.854 -2.345 0.328  0.112
C46 -3.896 -1.799 0.941  -0.116
C47 -5.196 -2.260 0.786  -0.001
H21 -4.444 -4.805 -1.321  0.117
H22 -2.182 -3.808 -0.947  0.109
H23 -3.675 -0.950 1.580  0.108
H24 -6.022 -1.776 1.288  0.120
I1 -7.285 -2.130 -3.987  0.825
C48 -5.955 -0.923 -2.921  -0.742
C49 -4.600 -1.220 -2.946  -0.154
C50 -3.721 -0.436 -2.214  -0.014
C51 -4.191 0.645 -1.479  -0.120
C52 -5.546 0.946 -1.486  -0.014
C53 -6.439 0.156 -2.195  -0.153
C54 -3.242 1.492 -0.668  -0.540
O4 -3.543 2.616 -0.318  0.098
O5 -2.123 0.883 -0.413  -0.168
H25 -4.234 -2.061 -3.520  0.093
H26 -2.664 -0.665 -2.193  0.111
H27 -5.887 1.803 -0.919  0.119
H28 -7.497 0.377 -2.184  0.088

Output
LUMO ... 2.711 eV
Total charge ... -2
Gap between HOMO and LUMO ... 4.7 eV
E ... -4490.4577 Eh
HOMO energy ... -1.97 eV